1.
Density functional theory data (ωB97M-V with the def2-TZVPD basis set) for a structure of composition C15H10F6N3NiO10S2.

## Properties
**2S+1**: 3
**Largest force on an atom**: 0.89 eV/A
**Frontier orbital gap (alpha / beta)**: 8.34 / 7.64 eV
**Net charge**: -1
**Energy above the lowest of the compared OMol25 structures with the same formula, charge and spin**: 172.00 kcal per mole
**HOMO energy (alpha / beta)**: -6.0 / -6.0 eV

Geometry (Å):
Ni (0.382, -1.761, 1.111)
F (3.638, 2.381, 2.434)
C (3.569, 1.236, 1.735)
F (3.543, 1.527, 0.447)
F (4.662, 0.511, 1.981)
S (2.124, 0.252, 2.401)
O (2.147, -0.920, 1.434)
O (2.634, -0.044, 3.731)
N (-0.796, 1.388, 3.143)
S (-2.174, 1.733, 2.188)
O (-1.973, 0.201, 1.370)
O (-3.514, 1.371, 2.565)
C (-1.158, 2.495, 0.691)
F (-2.043, 2.896, -0.237)
F (-2.291, 3.214, 2.913)
F (1.059, 1.606, 0.369)
C (-0.033, 4.636, 0.249)
N (-0.426, 3.587, 1.186)
C (0.300, 3.441, 2.357)
C (0.145, 2.493, 3.278)
C (-0.225, 0.169, 2.589)
O (-0.154, -0.917, 3.155)
N (-0.577, 0.095, 1.160)
C (-0.352, 1.227, 0.119)
O (-0.554, 0.884, -1.037)
H (0.196, 5.534, 0.819)
H (-0.855, 4.855, -0.423)
H (0.842, 4.340, -0.337)
H (1.032, 4.219, 2.529)
H (0.765, 2.445, 4.159)
O (-0.013, -5.653, 0.168)
C (-0.073, -4.456, -0.021)
O (0.107, -3.579, 0.938)
C (-0.351, -3.953, -1.429)
C (-0.943, -4.857, -2.298)
C (-1.271, -4.515, -3.614)
C (-0.967, -3.241, -4.012)
O (-1.162, -2.666, -5.241)
C (-0.719, -1.309, -5.115)
O (-0.129, -1.162, -3.833)
C (-0.360, -2.334, -3.165)
C (-0.047, -2.654, -1.871)
H (-1.147, -5.850, -1.922)
H (-1.738, -5.220, -4.291)
H (-1.572, -0.637, -5.210)
H (0.021, -1.098, -5.885)
H (0.449, -1.911, -1.278)

Table of natural (NBO) atomic charges, one value per atom, all in e:
1 Ni 1.5654
2 F -0.3319
3 C 0.7704
4 F -0.3010
5 F -0.3161
6 S 1.6232
7 O -1.0695
8 O -0.9500
9 N -0.7121
10 S 2.1117
11 O -0.5314
12 O -0.8582
13 C 0.3639
14 F -0.3179
15 F -0.5300
16 F -0.4686
17 C -0.3973
18 N -0.4804
19 C 0.0194
20 C -0.1249
21 C 0.7225
22 O -0.6058
23 N -0.4002
24 C 0.6863
25 O -0.7089
26 H 0.2014
27 H 0.2234
28 H 0.2032
29 H 0.2205
30 H 0.2341
31 O -0.6243
32 C 0.7826
33 O -0.9192
34 C -0.1615
35 C -0.1703
36 C -0.2700
37 C 0.2287
38 O -0.4902
39 C 0.2393
40 O -0.4751
41 C 0.2988
42 C -0.2526
43 H 0.2388
44 H 0.2208
45 H 0.1543
46 H 0.1563
47 H 0.2026

2.
Density functional theory data (ωB97M-V with the def2-TZVPD basis set) for a structure of composition C15H10F9NO7S3Zr.

## Properties
**Largest force on an atom**: 11.23 eV/A
**Frontier orbital gap**: 2.42 eV
**Net charge**: +4
**HOMO energy**: -20.5 eV

Geometry (Å):
N (0.202, 2.312, -0.591)
C (0.292, 1.093, -1.020)
O (0.380, -0.237, -1.641)
C (0.251, -1.317, -0.606)
S (1.636, -1.413, 0.699)
O (1.364, -0.544, 1.950)
O (1.603, -2.910, 1.200)
C (3.355, -1.179, -0.050)
F (4.320, -1.813, 0.924)
F (3.548, -1.959, -1.328)
C (3.728, 0.376, -0.410)
F (3.083, 1.394, 0.452)
F (3.340, 0.579, -1.848)
C (5.361, 0.697, -0.353)
F (6.193, -0.434, -0.875)
F (5.574, 1.823, -1.338)
C (5.864, 1.279, 1.101)
F (7.351, 1.079, 1.229)
F (5.254, 0.622, 2.280)
F (5.626, 2.761, 1.104)
O (0.611, -2.509, -1.445)
S (-0.508, -3.804, -1.419)
O (0.151, -5.084, -0.828)
O (-1.248, -4.204, -2.719)
O (-1.459, -3.170, -0.152)
C (-1.282, -1.680, -0.152)
S (-2.274, -1.197, -1.666)
C (-1.817, -1.300, 1.349)
C (-1.817, 0.299, 1.709)
C (-2.987, 1.181, 0.975)
C (-2.678, 2.818, 0.827)
C (-3.730, 3.848, 0.103)
C (-5.138, 3.208, -0.488)
C (-5.531, 1.611, -0.339)
C (-4.422, 0.629, 0.406)
H (-2.415, 0.199, -1.728)
H (-2.893, -1.773, 1.550)
H (-1.086, -1.837, 2.117)
H (-0.801, 0.852, 1.535)
H (-2.031, 0.375, 2.881)
H (-1.652, 3.237, 1.270)
H (-3.434, 4.977, 0.010)
H (-5.895, 3.911, -1.043)
H (-6.519, 1.128, -0.748)
H (-4.654, -0.521, 0.524)
Zr (-2.819, -3.406, -3.406)

Table of Löwdin atomic charges, one value per atom, all in e:
1 N 0.2363
2 C -0.1194
3 O -0.0409
4 C -0.3897
5 S 0.9668
6 O -0.2727
7 O -0.2599
8 C -0.1839
9 F 0.0772
10 F 0.0444
11 C -0.1175
12 F 0.0374
13 F 0.0336
14 C -0.0668
15 F 0.0669
16 F 0.0499
17 C -0.1312
18 F 0.0688
19 F 0.0565
20 F 0.0559
21 O -0.1615
22 S 0.9801
23 O -0.1099
24 O -0.4717
25 O -0.2046
26 C -0.5573
27 S 0.8084
28 C -0.0770
29 C -0.0829
30 C 0.0543
31 C 0.1585
32 C 0.1077
33 C 0.2238
34 C 0.1647
35 C 0.0457
36 H -0.0190
37 H 0.1699
38 H 0.1802
39 H 0.1225
40 H 0.2207
41 H 0.1654
42 H 0.1625
43 H 0.1763
44 H 0.1666
45 H 0.1296
46 Zr 1.5353

3.
Density functional theory data (ωB97M-V with the def2-TZVPD basis set) for a structure of composition C15H11AuI2N5O.

## Properties
**Largest force on an atom**: 0.47 eV/A
**Frontier orbital gap**: 7.01 eV
**Net charge**: -1
**HOMO energy**: -4.8 eV

Geometry (Å):
Au (0.904, -0.783, 0.086)
I (4.500, 5.472, -2.445)
C (3.956, 3.722, -1.463)
C (4.744, 2.586, -1.584)
C (4.382, 1.422, -0.931)
I (5.565, -0.275, -1.122)
C (3.213, 1.322, -0.133)
O (2.878, 0.245, 0.476)
C (2.447, 2.519, -0.023)
C (1.244, 2.479, 0.863)
N (0.172, 1.648, 0.289)
C (-1.102, 1.913, 0.960)
C (-2.204, 0.993, 0.507)
C (-3.338, 1.479, -0.133)
C (-4.321, 0.582, -0.521)
C (-4.137, -0.763, -0.257)
C (-2.975, -1.153, 0.398)
N (-2.036, -0.299, 0.781)
C (2.813, 3.682, -0.675)
H (5.641, 2.603, -2.189)
H (0.881, 3.503, 1.041)
H (1.505, 2.039, 1.829)
H (0.081, 1.893, -0.693)
H (-1.409, 2.958, 0.803)
H (-0.952, 1.784, 2.034)
H (-3.437, 2.539, -0.330)
H (-5.214, 0.930, -1.025)
H (-4.871, -1.503, -0.546)
H (-2.789, -2.196, 0.623)
H (2.202, 4.571, -0.556)
N (-1.999, -5.736, 1.865)
C (-1.216, -5.331, 1.112)
N (-0.297, -4.975, 0.227)
C (-0.132, -3.723, -0.017)
N (0.024, -2.620, -0.368)

Table of natural (NBO) atomic charges, one value per atom, all in e:
1 Au 0.7377
2 I 0.0868
3 C -0.2309
4 C -0.2440
5 C -0.2418
6 I 0.1199
7 C 0.3534
8 O -0.8069
9 C -0.1381
10 C -0.2316
11 N -0.6302
12 C -0.2454
13 C 0.1932
14 C -0.2592
15 C -0.1741
16 C -0.2632
17 C 0.0613
18 N -0.4108
19 C -0.2156
20 H 0.2233
21 H 0.1640
22 H 0.2146
23 H 0.3700
24 H 0.1657
25 H 0.2128
26 H 0.2096
27 H 0.2093
28 H 0.2184
29 H 0.2115
30 H 0.2070
31 N -0.5081
32 C 0.4418
33 N -0.6942
34 C 0.5827
35 N -0.6888

Number 1: electronic energy -4398.070459 hartree. Number 2: electronic energy -3296.650087 hartree. Number 3: electronic energy -1658.367425 hartree.